DFT (ωB97M-V/def2-TZVPD) results for a molecular structure, C25H45NP2PtS in a non-equilibrium geometry.

ORCA input file:
```
! wB97M-V def2-TZVPD RIJCOSX def2/J DEFGRID3
* xyz 2 5
Pt -0.32 1.43 -1.30
C 0.28 -3.41 -0.01
C 0.59 -2.68 -1.19
C 2.43 -2.61 0.19
C 1.42 -3.38 0.83
C 1.90 -2.15 -1.06
C -0.99 -4.11 0.28
H -1.78 -3.78 -0.41
H -1.32 -3.90 1.31
H -0.89 -5.21 0.19
C 1.57 -4.06 2.14
H 0.64 -4.58 2.41
H 1.82 -3.33 2.93
H 2.38 -4.81 2.10
C 3.77 -2.35 0.74
H 4.23 -3.32 1.13
H 3.70 -1.61 1.60
H 4.44 -1.93 -0.07
C 2.57 -1.27 -2.06
H 2.65 -1.76 -3.05
H 3.59 -1.03 -1.72
H 2.01 -0.31 -2.18
C -0.30 -2.55 -2.36
H -0.64 -3.53 -2.73
H 0.22 -2.05 -3.19
H -1.20 -1.96 -2.12
C -2.07 2.01 -0.58
C -2.07 0.58 -1.05
C -2.76 0.31 -2.39
C -1.87 0.57 -3.64
C -0.53 1.22 -3.25
C -0.64 2.64 -2.85
C -2.02 3.28 -2.81
C -2.82 2.97 -1.52
H -3.68 0.92 -2.46
H -2.39 1.19 -4.41
H -3.04 -0.75 -2.35
H -3.80 2.52 -1.76
H -2.20 2.16 0.50
H -2.12 -0.18 -0.25
H -3.06 3.94 -1.00
H -1.93 4.37 -2.94
H 0.19 3.32 -3.11
H -2.57 2.93 -3.70
H -1.63 -0.40 -4.13
H 0.35 0.91 -3.85
P -2.67 -0.66 2.59
C -1.85 -1.87 3.75
H -2.57 -2.47 4.35
H -1.13 -1.36 4.42
H -1.25 -2.56 3.12
C -2.46 0.92 3.56
H -3.21 1.03 4.37
H -2.56 1.75 2.83
H -1.43 0.96 3.95
C -4.46 -0.93 2.97
H -5.03 -0.23 2.34
H -4.74 -0.75 4.02
H -4.77 -1.95 2.68
P 2.57 2.96 0.12
C 4.08 2.40 -0.81
H 4.92 3.06 -0.56
H 3.85 2.46 -1.90
H 4.27 1.32 -0.63
C 2.85 4.72 -0.42
H 2.53 4.83 -1.46
H 3.92 4.97 -0.34
H 2.18 5.39 0.15
C 2.90 3.10 1.97
H 3.10 4.17 2.19
H 3.69 2.43 2.36
H 2.02 2.75 2.53
S 2.10 -0.58 3.33
C 0.94 -0.18 2.24
N 0.07 0.10 1.45
*
```

Strongest force on any atom   7.11 eV/Å
DFT total energy   -60783.4645 eV
HOMO level (spin up / spin down)   -0.4877 / -0.4910 Eh
Lowest unoccupied orbital energy (spin up / spin down)   -6.132 / -9.165 eV

Charges per atom according to Löwdin partitioning, unit e: Pt 1.19; C -0.12; C -0.13; C -0.14; C -0.14; C -0.11; C 0.01; H 0.09; H 0.08; H 0.12; C 0.00; H 0.09; H 0.06; H 0.12; C -0.01; H 0.13; H 0.05; H 0.10; C 0.00; H 0.12; H 0.07; H 0.07; C 0.01; H 0.12; H 0.09; H 0.08; C -0.29; C -0.33; C -0.18; C -0.17; C -0.32; C -0.28; C -0.16; C -0.16; H 0.11; H 0.13; H 0.11; H 0.11; H 0.09; H 0.05; H 0.13; H 0.12; H 0.12; H 0.11; H 0.11; H 0.12; P 0.88; C -0.28; H 0.06; H 0.04; H -0.01; C -0.28; H 0.06; H 0.02; H 0.03; C -0.29; H 0.04; H 0.06; H 0.04; P 0.78; C -0.31; H 0.05; H 0.05; H 0.02; C -0.31; H 0.03; H 0.06; H 0.04; C -0.28; H 0.05; H 0.04; H 0.01; S 0.76; C -0.83; N 0.07